An isolated molecule of C5H8O2. Source: OMol25; level of theory: ωB97M-V with the def2-TZVPD basis set.

```
15
Properties=species:S:1:pos:R:3:forces:R:3:nbo_charge:R:1
O -1.882894 0.010162 1.682026 0.06 0.20 0.14 -0.73
C -1.206138 -0.985410 0.951723 0.11 -0.35 -0.14 -0.06
C -0.793951 -0.494907 -0.431333 -0.14 -0.04 -0.01 -0.44
C 0.310512 0.560502 -0.443625 -0.17 -0.07 -0.16 0.04
O 0.193064 1.424023 0.677681 0.16 0.11 0.23 -0.73
C 1.686279 0.076603 -0.633855 0.30 0.25 -0.83 -0.06
C 2.677310 0.060541 -1.316274 -0.21 -0.07 0.33 -0.20
H -1.288200 0.775239 1.689398 -0.19 -0.09 0.10 0.49
H -1.913812 -1.813472 0.837773 0.16 0.07 0.02 0.18
H -0.330542 -1.372165 1.499695 -0.12 0.10 -0.05 0.16
H -1.674925 -0.046880 -0.902912 0.03 -0.11 0.08 0.22
H -0.471615 -1.333346 -1.059993 -0.06 0.12 0.10 0.22
H 0.188729 1.134890 -1.368182 -0.25 0.19 0.15 0.19
H 1.052036 1.831926 0.843259 -0.18 -0.02 -0.05 0.49
H 3.454147 0.172293 -2.025381 0.50 -0.30 0.10 0.24
```
Positions in Å, forces in eV/Å.

Summary:
gap between HOMO and LUMO = 10.50 eV
molar mass = 100.12 u